Computed, not measured: the ion C4H11N2O with charge +1 in a non-equilibrium geometry, with ωB97M-V/def2-TZVPD.

```
18
Properties=species:S:1:pos:R:3
C 1.834 -0.596 -0.296
C 1.981 0.773 0.216
C -1.322 -1.134 0.106
C -0.708 0.221 -0.064
N -1.469 1.166 0.609
N 0.786 -0.001 0.501
O -0.485 0.677 -1.346
H 1.691 -0.636 -1.304
H 2.559 -1.285 0.022
H 2.531 1.050 1.025
H 1.702 1.559 -0.364
H -0.939 -1.929 -0.670
H -2.474 -1.121 -0.062
H -1.271 -1.607 1.045
H -2.263 0.767 1.020
H -1.605 2.023 0.180
H 0.553 -0.404 1.426
H -1.105 0.476 -2.044
```

highest occupied orbital energy (alpha / beta): -7.307 / -17.238 eV
multiplicity: 3
⟨S²⟩: 2.004
ΔE to the lowest compared entry with this formula, charge and spin: 439.4 kJ/mol
gap between HOMO and LUMO (alpha / beta): 4.644 / 8.321 eV
net charge: +1

---

Computed, not measured: a cluster of 2 separate species, C3H6N2O3S in total in a non-equilibrium geometry, with ωB97M-V/def2-TZVPD.

```
15
Properties=species:S:1:pos:R:3
C -0.357 0.493 -3.137
C 0.234 -0.069 2.359
C 0.494 -0.340 -2.473
N -1.081 1.176 -3.689
N 0.298 -0.717 1.040
O 1.548 1.283 0.044
O -0.944 1.392 0.127
O -0.828 -1.464 0.796
S 0.282 0.660 -0.124
H -0.157 -0.899 3.075
H 1.140 0.229 2.805
H -0.530 0.717 2.718
H 1.503 0.008 -2.559
H 0.116 -1.322 -2.176
H -1.718 -1.147 1.193
```

highest occupied orbital energy (alpha / beta): -9.715 / -9.697 eV
multiplicity: 1
ΔE to the lowest compared entry with this formula, charge and spin: 546.3 kJ/mol
gap between HOMO and LUMO (alpha / beta): 7.495 / 7.680 eV

---

Computed, not measured: the ion C49H51F6N4 with charge +1 in a non-equilibrium geometry, with ωB97M-V/def2-TZVPD.

```
110
Properties=species:S:1:pos:R:3
C 2.110 3.027 -0.260
C 2.907 1.803 -0.713
C 4.366 1.948 -0.312
C 2.710 1.493 -2.187
C 3.642 1.948 -3.131
C 3.325 1.932 -4.485
C 2.075 1.460 -4.876
C 1.148 0.953 -3.962
C -0.195 0.520 -4.578
C -0.043 -0.782 -5.363
C -0.846 1.586 -5.475
C 1.510 0.859 -2.595
N 0.534 0.446 -1.600
N -0.673 1.065 -1.704
N -1.455 0.509 -0.757
C -2.868 0.792 -0.690
C -3.817 -0.243 -0.841
C -3.443 -1.578 -1.496
C -3.504 -1.463 -3.017
C -4.264 -2.753 -0.969
C -5.135 0.005 -0.460
C -5.535 1.280 -0.078
C -4.625 2.327 -0.108
C -3.287 2.108 -0.446
C -2.325 3.300 -0.445
C -2.060 3.785 0.978
C -2.824 4.430 -1.346
C -0.713 -0.389 -0.001
C -1.387 -1.200 0.998
C -2.223 -0.611 1.964
C -2.806 -1.402 2.932
C -3.653 -0.703 3.956
F -4.498 -1.548 4.608
F -2.872 -0.083 4.908
F -4.420 0.285 3.382
C -2.573 -2.775 2.999
C -1.736 -3.347 2.039
C -1.295 -4.784 2.166
F -0.661 -5.239 1.036
F -0.391 -4.927 3.200
F -2.338 -5.625 2.417
C -1.233 -2.604 0.991
C 0.551 -0.403 -0.466
C 1.533 -1.571 -0.279
H 1.048 2.940 -0.519
H 2.190 3.154 0.828
H 2.503 3.931 -0.748
H 2.499 0.925 -0.198
H 4.947 1.089 -0.666
H 4.801 2.869 -0.721
H 4.439 1.981 0.780
H 4.623 2.316 -2.818
H 4.043 2.275 -5.236
H 1.825 1.464 -5.938
H -0.870 0.362 -3.732
H 0.416 -1.556 -4.737
H -1.022 -1.145 -5.698
H 0.585 -0.645 -6.256
H -0.967 2.532 -4.936
H -0.263 1.777 -6.386
H -1.843 1.255 -5.795
H -2.400 -1.771 -1.217
H -2.879 -0.631 -3.369
H -3.145 -2.388 -3.485
H -4.537 -1.277 -3.344
H -4.238 -2.789 0.127
H -5.306 -2.693 -1.303
H -3.841 -3.693 -1.343
H -5.860 -0.808 -0.463
H -6.565 1.455 0.226
H -4.946 3.334 0.159
H -1.390 2.927 -0.877
H -1.703 2.961 1.609
H -1.295 4.569 0.977
H -2.972 4.193 1.435
H -2.973 4.059 -2.365
H -3.773 4.845 -0.985
H -2.085 5.237 -1.381
H -2.383 0.468 1.940
H -3.034 -3.378 3.773
H -0.727 -3.080 0.152
H 1.009 -2.401 -0.804
H 2.403 -1.339 -0.909
C 3.071 -3.237 0.514
C 2.037 -2.169 0.978
N 2.620 -1.325 2.055
C 1.983 -1.071 3.275
C 0.866 -1.662 3.857
C 0.403 -1.163 5.080
C 1.128 -0.162 5.762
C 2.343 0.311 5.258
C 2.780 -0.164 4.021
C 4.003 0.025 3.286
C 3.902 -0.758 2.097
C 5.029 -0.977 1.305
C 6.213 -0.301 1.633
C 6.276 0.561 2.740
C 5.172 0.710 3.585
H 2.515 -4.148 0.257
H 3.601 -2.951 -0.410
H 3.806 -3.462 1.281
H 1.232 -2.714 1.490
H 0.392 -2.510 3.356
H -0.523 -1.556 5.490
H 0.717 0.205 6.701
H 2.932 1.049 5.810
H 4.960 -1.670 0.472
H 7.081 -0.455 0.998
H 7.213 1.085 2.930
H 5.220 1.346 4.468
```

highest occupied orbital energy: -10.040 eV
multiplicity: 1
ΔE to the lowest compared entry with this formula, charge and spin: 0.0 kJ/mol
gap between HOMO and LUMO: 6.476 eV
net charge: +1

---

Computed, not measured: a cluster of 13 separate species, C27H80N4O13 in total in a non-equilibrium geometry, with ωB97M-V/def2-TZVPD.

```
124
Properties=species:S:1:pos:R:3
C -11.358 13.572 18.302
O -10.760 13.773 19.560
H -10.926 12.646 17.927
H -10.962 14.341 17.668
H -12.460 13.665 18.285
H -11.140 13.110 20.100
C -11.779 16.855 20.608
O -10.511 16.517 20.070
H -12.216 16.067 21.268
H -12.442 16.953 19.723
H -11.692 17.861 21.083
H -10.451 15.566 19.819
C -5.074 13.927 24.875
O -5.424 14.156 23.543
H -4.455 13.082 25.067
H -5.910 13.817 25.686
H -4.451 14.779 25.218
H -6.230 13.687 23.516
C -2.682 19.325 21.272
O -3.000 19.818 20.020
H -1.975 18.478 21.231
H -3.632 19.092 21.777
H -2.009 20.031 21.825
H -2.246 19.966 19.397
C -6.061 20.133 17.954
O -7.342 19.832 17.441
N -5.420 19.418 18.881
N -5.369 21.082 17.487
H -5.930 18.719 19.445
H -4.780 20.034 19.486
H -5.810 21.755 16.842
H -4.459 21.466 17.780
C -2.740 17.473 17.251
O -2.137 16.599 16.340
N -2.340 17.564 18.463
N -3.751 18.217 17.010
H -1.413 17.062 18.815
H -2.702 18.186 19.179
H -4.181 18.091 16.070
H -4.362 18.674 17.752
C -8.920 15.679 17.114
C -7.700 16.579 17.080
C -6.508 15.756 16.795
O -7.665 17.426 16.114
H -9.855 16.263 17.304
H -8.818 14.907 17.771
H -9.049 15.224 16.158
H -7.623 17.017 18.031
H -6.578 15.321 15.750
H -6.430 14.896 17.457
H -5.499 16.180 16.691
H -7.149 18.168 16.380
C -7.143 12.441 18.488
C -7.475 11.022 18.868
C -8.957 10.737 18.660
O -6.833 10.228 18.143
H -6.495 12.806 19.277
H -8.088 13.031 18.616
H -6.666 12.613 17.452
H -7.187 10.789 19.913
H -9.581 11.456 19.169
H -9.240 9.698 18.979
H -9.215 11.034 17.635
H -6.659 9.342 18.500
C -4.722 11.884 21.386
C -3.726 10.848 20.826
C -2.296 11.459 20.595
O -3.659 9.856 21.532
H -4.826 12.725 20.673
H -4.487 12.306 22.389
H -5.733 11.421 21.449
H -4.101 10.458 19.908
H -1.472 10.745 20.450
H -1.955 11.997 21.499
H -2.311 12.079 19.725
H -3.765 9.075 20.931
C -9.049 14.377 23.346
C -8.780 12.823 23.309
C -8.537 12.315 21.950
O -7.723 12.541 23.932
H -9.336 14.656 24.400
H -9.959 14.482 22.682
H -8.235 14.953 22.938
H -9.605 12.344 23.737
H -7.972 12.944 21.416
H -9.496 12.274 21.424
H -8.166 11.387 21.996
H -7.419 11.609 23.891
C -2.545 15.782 23.276
C -2.395 14.647 22.281
C -3.082 14.992 20.953
O -1.174 14.307 21.999
H -2.696 15.346 24.205
H -3.305 16.562 23.142
H -1.602 16.351 23.261
H -2.882 13.785 22.779
H -2.780 14.392 20.051
H -2.905 15.976 20.545
H -4.177 14.869 20.973
H -0.771 13.862 22.800
C -11.778 20.325 16.158
C -10.511 19.450 16.412
C -10.398 19.138 17.888
O -10.417 18.376 15.796
H -11.780 20.804 15.142
H -11.751 21.023 16.911
H -12.728 19.742 16.329
H -9.594 20.045 16.139
H -11.439 18.959 18.300
H -9.874 19.956 18.354
H -9.805 18.320 18.073
H -9.497 18.027 15.853
C -7.304 15.513 20.452
C -7.064 16.944 20.895
C -5.620 17.232 20.787
O -7.562 17.840 20.207
H -6.899 15.427 19.440
H -8.377 15.216 20.454
H -6.729 14.835 21.166
H -7.326 17.029 21.933
H -5.214 16.836 19.896
H -5.258 16.786 21.675
H -5.305 18.311 20.877
H -8.518 17.745 20.300
```

highest occupied orbital energy: -8.285 eV
multiplicity: 1
ΔE to the lowest compared entry with this formula, charge and spin: 1005.0 kJ/mol
gap between HOMO and LUMO: 8.272 eV

---

Computed, not measured: the molecule C4H12N2O in a non-equilibrium geometry, with ωB97M-V/def2-TZVPD.

```
19
Properties=species:S:1:pos:R:3
C 0.025 -2.241 0.420
C -0.551 -0.839 0.586
O -1.782 -0.701 -0.105
C 0.490 0.293 -0.110
N 0.430 0.286 -1.532
C -0.058 1.566 0.474
N 0.759 2.774 -0.050
H 0.967 -2.327 0.958
H -0.658 -2.993 0.819
H 0.193 -2.463 -0.634
H -0.699 -0.636 1.657
H -2.375 -1.413 0.155
H 1.510 0.093 0.231
H 0.834 -0.553 -1.930
H -0.533 0.367 -1.841
H -1.086 1.741 0.161
H 0.046 1.596 1.557
H 1.728 2.696 0.251
H 0.762 2.755 -1.066
```

highest occupied orbital energy: -8.698 eV
multiplicity: 1
ΔE to the lowest compared entry with this formula, charge and spin: 130.6 kJ/mol
gap between HOMO and LUMO: 9.498 eV
SMILES: C[C@H](O)[C@@H](N)CN

---

Computed, not measured: the ion C3H3O3S with charge -1 in a non-equilibrium geometry, with ωB97M-V/def2-TZVPD.

```
10
Properties=species:S:1:pos:R:3
O -2.206 -0.335 0.396
C -1.296 0.463 0.116
O -1.266 1.684 0.098
C 0.068 -0.250 -0.253
S -0.004 -2.015 0.024
C 1.445 0.517 -0.005
O 0.879 0.250 -1.270
H -1.316 -1.778 0.314
H 1.391 1.544 0.321
H 2.305 -0.080 0.260
```

highest occupied orbital energy: -4.563 eV
multiplicity: 1
ΔE to the lowest compared entry with this formula, charge and spin: 72.6 kJ/mol
gap between HOMO and LUMO: 8.099 eV
net charge: -1
SMILES: O=C([O-])[C@]1(S)CO1